(1)
Density functional theory data (ωB97M-V with the def2-TZVPD basis set) for an isolated molecule of C4H6O2.

As for the SMILES: O=C[C@@H]1C[C@@H]1O. The energy relative to the best compared isomer or geometry (same formula, charge and spin) is 1.782 eV. The LUMO energy comes out at 0.7970 eV.

Last column: Mulliken charge in e.
CARTESIAN COORDINATES (ANGSTROEM)
O (1.8436, 1.1897, 1.0682)  -0.473
C (1.1114, 0.2508, 1.2712)  -0.084
C (0.5170, -0.6176, 0.2021)  -0.060
C (0.2693, -0.0300, -1.1577)  -0.666
C (-0.8797, -0.2841, -0.2268)  -0.029
O (-1.4791, 0.7794, 0.4473)  -0.516
H (0.8298, -0.0375, 2.3063)  0.336
H (0.7680, -1.6731, 0.3039)  0.349
H (0.3789, -0.6600, -2.0359)  0.253
H (0.5808, 1.0047, -1.2798)  0.249
H (-1.5438, -1.1216, -0.4399)  0.335
H (-1.9944, 1.2874, -0.1913)  0.307

(2)
Density functional theory data (ωB97M-V with the def2-TZVPD basis set) for a cluster of 2 separate species, C14H18Cl2F5N3O3S in total.

As for the SMILES: CCCC[C@@](N)(C#N)[C@](C#N)(C[C@@H]1CO1)S(=O)(=O)C(F)(F)C(F)(F)F.ClCCl. The LUMO energy comes out at 0.2156 eV.

Last column: Mulliken charge in e.
CARTESIAN COORDINATES (ANGSTROEM)
C (-1.6073, -1.1860, 1.8119)  -0.503
C (-1.0012, -0.3245, 2.9264)  -1.009
C (-0.8333, 1.1684, 2.5323)  -0.608
C (0.5071, 1.3227, 1.7762)  -1.241
C (0.5184, 2.3959, 0.6062)  1.413
N (-0.5460, 3.3708, 0.6927)  -0.561
C (1.7665, 3.1840, 0.8253)  -0.371
N (2.7778, 3.7518, 0.8254)  -0.588
C (0.5121, 1.7094, -0.8129)  0.681
C (0.3347, 2.8116, -1.7780)  -0.517
N (0.1616, 3.7317, -2.4777)  -0.629
C (-0.7007, 0.7509, -0.8538)  -0.592
C (-1.4496, 0.8801, -2.1842)  -0.256
C (-2.0619, -0.3929, -2.6810)  -0.571
O (-0.8892, 0.2068, -3.2596)  -0.402
S (2.1386, 0.9381, -1.1642)  1.554
O (2.7510, 0.3650, -0.0004)  -0.655
O (2.9609, 1.9636, -1.7158)  -0.637
C (2.0635, -0.3839, -2.4637)  0.581
F (1.9044, 0.2207, -3.6322)  -0.265
F (1.1245, -1.3021, -2.2707)  -0.222
C (3.4327, -1.1515, -2.5503)  0.656
F (4.4727, -0.3567, -2.4893)  -0.200
F (3.4730, -1.8061, -3.6977)  -0.249
F (3.4533, -2.0401, -1.5693)  -0.225
H (-2.4571, -0.7039, 1.3252)  0.215
H (-1.9994, -2.0981, 2.2782)  0.240
H (-0.8751, -1.5217, 1.0803)  0.115
H (-0.0066, -0.7195, 3.1467)  0.379
H (-1.5844, -0.4478, 3.8382)  0.487
H (-0.8814, 1.7566, 3.4475)  0.441
H (-1.7115, 1.4252, 1.9404)  0.379
H (1.2423, 1.6471, 2.5091)  0.467
H (0.8331, 0.3413, 1.4395)  0.540
H (-1.4378, 2.9796, 0.4332)  0.312
H (-0.5695, 3.7908, 1.6088)  0.336
H (-1.4872, 0.9993, -0.1468)  0.110
H (-0.4501, -0.2993, -0.7572)  0.210
H (-1.9891, 1.7960, -2.3554)  0.561
H (-2.9288, -0.3365, -3.3147)  0.374
H (-1.8504, -1.1729, -1.9648)  0.239
Cl (-2.8936, -4.6723, 1.5420)  -0.153
C (-1.4174, -5.5771, 1.9016)  -0.276
Cl (0.0028, -4.8284, 1.1620)  -0.129
H (-1.2786, -5.6028, 2.9760)  0.261
H (-1.5237, -6.5834, 1.5145)  0.306

(3)
Density functional theory data (ωB97M-V with the def2-TZVPD basis set) for a structure of composition C36H73IN2O14PS.

As for the total charge: -1. The LUMO energy comes out at 1.7322 eV.

Last column: Mulliken charge in e.
CARTESIAN COORDINATES (ANGSTROEM)
C (-4.9515, -2.5184, 2.7712)  -0.650
O (-4.4500, -2.0990, 1.4440)  -0.278
C (-4.4025, -0.6308, 1.3171)  -0.434
C (-2.8667, -0.1457, 1.6588)  0.315
C (-2.7661, 1.2666, 2.4899)  -0.648
C (-1.1519, 1.5955, 2.6672)  0.180
C (-0.5725, 2.6289, 1.5302)  -0.497
C (0.7021, 2.0152, 0.6820)  0.013
C (1.9407, 1.4814, 1.6607)  -0.402
C (2.6651, 0.1111, 1.1054)  -0.580
C (1.7034, -1.2281, 1.1519)  0.527
C (2.1637, -2.1888, -0.0965)  0.621
C (3.5764, -2.9070, 0.3207)  -0.953
C (3.8326, -4.3834, -0.3409)  -0.340
I (6.0588, -4.4976, -0.2712)  -0.075
O (3.4973, -5.4402, 0.6702)  -0.436
P (2.0601, -6.3793, 0.2149)  0.332
N (2.1771, -7.5307, 1.6193)  -0.856
C (1.1059, -5.1970, 1.3746)  0.272
C (0.0564, -5.9792, 2.4122)  -0.041
N (0.3191, -6.2278, 3.7384)  -0.739
O (1.8369, -5.4500, -1.2812)  -0.395
C (3.1080, -4.8044, -1.7490)  0.739
S (4.3716, -6.0620, -2.4377)  -0.331
C (3.0256, -3.7415, -2.9941)  -0.712
C (1.5911, -3.8143, -3.8394)  -0.834
C (0.6534, -2.4609, -3.5986)  1.139
C (-0.4394, -2.4343, -4.8253)  -0.798
C (-1.5827, -1.2628, -4.7039)  -0.520
C (-2.1212, -0.9753, -3.1819)  0.195
O (-3.1889, -1.9510, -2.7850)  -0.419
C (-2.5883, -3.2061, -2.3027)  0.489
C (-1.8621, -3.4298, -0.8377)  0.272
O (-2.5916, -4.2788, -3.1319)  -0.585
H (-5.5937, -3.5001, 2.5916)  0.216
H (-5.7092, -1.7347, 3.2471)  0.267
H (-4.1078, -2.8161, 3.5331)  0.246
H (-5.2152, -0.0573, 1.9402)  0.265
H (-4.5940, -0.3490, 0.1770)  0.225
H (-2.3565, -0.9944, 2.2887)  0.168
H (-2.2302, -0.0350, 0.6575)  -0.199
H (-3.2640, 2.1644, 1.9283)  0.083
H (-3.2132, 1.2268, 3.5781)  0.289
H (-0.9001, 1.9050, 3.7795)  0.124
H (-0.5953, 0.5584, 2.4906)  -0.128
H (-1.4557, 2.9115, 0.7947)  0.136
H (-0.2890, 3.6427, 2.0857)  0.290
H (0.3754, 1.1904, -0.1027)  -0.112
H (1.1181, 2.9203, 0.0287)  0.209
H (2.7734, 2.3346, 1.6003)  0.356
H (1.6340, 1.4299, 2.7994)  0.040
H (3.0664, 0.3693, 0.0182)  0.226
H (3.6463, -0.1084, 1.7480)  0.233
H (1.8956, -1.7228, 2.2212)  0.387
H (0.5434, -0.9815, 1.1354)  -0.825
H (2.4217, -1.4530, -1.0006)  0.076
H (1.3357, -2.9122, -0.4987)  -0.522
H (3.5805, -3.0344, 1.5079)  0.279
H (4.5065, -2.2334, 0.0742)  0.507
H (0.7421, -6.9784, -0.0359)  -0.068
H (2.7563, -7.4371, -0.4753)  0.011
H (3.0668, -8.0847, 1.4363)  0.351
H (1.4198, -8.2668, 1.5444)  0.273
H (1.9190, -4.6445, 2.0461)  0.089
H (0.4152, -4.4203, 0.7898)  -0.577
H (-0.9820, -6.2955, 1.9363)  0.290
H (1.2706, -5.8301, 3.9004)  0.344
H (5.3919, -5.3908, -3.1363)  0.159
H (3.1740, -2.6229, -2.6830)  0.122
H (3.8649, -3.9847, -3.8028)  0.483
H (1.0037, -4.8131, -3.6717)  0.337
H (1.8651, -3.7910, -5.0006)  0.255
H (0.1435, -2.5109, -2.5463)  -0.547
H (1.3349, -1.5010, -3.6968)  -0.125
H (0.1846, -2.1957, -5.8137)  0.364
H (-0.9613, -3.4761, -5.0243)  0.263
H (-1.2754, -0.2339, -5.2081)  0.264
H (-2.5216, -1.6511, -5.3251)  0.231
H (-1.2797, -0.8638, -2.3745)  -0.223
H (-2.6793, 0.0775, -3.2193)  0.286
H (-2.7129, -3.4524, -0.0319)  0.331
H (-1.2104, -4.4034, -0.8914)  0.209
H (-1.1889, -2.4705, -0.6253)  -0.529
C (0.7833, 4.5186, -8.1079)  -1.079
C (2.1462, 3.9118, -7.8177)  -0.153
O (2.4541, 3.9852, -6.4204)  -0.380
C (1.8316, 3.0724, -5.6347)  0.716
O (1.0524, 2.2088, -6.0123)  -0.562
O (2.1982, 3.3011, -4.3485)  -0.346
C (1.5276, 2.4701, -3.4023)  -0.306
H (0.7238, 5.5375, -7.7115)  0.292
H (0.5922, 4.5437, -9.1845)  0.347
H (-0.0165, 3.9456, -7.6309)  0.302
H (2.9164, 4.4869, -8.3424)  0.291
H (2.2144, 2.8784, -8.1777)  0.300
H (1.6326, 1.4104, -3.6580)  0.107
H (0.4725, 2.7514, -3.3437)  0.301
H (1.9854, 2.6339, -2.4228)  0.165
C (6.3545, 4.4299, 6.2986)  -1.088
C (5.8463, 3.9068, 4.9651)  -0.185
O (4.9156, 2.8342, 5.1552)  -0.332
C (3.6677, 3.2024, 5.5363)  0.742
O (3.2790, 4.3472, 5.7209)  -0.566
O (2.9288, 2.0775, 5.7086)  -0.323
C (1.6171, 2.3220, 6.2139)  -0.659
H (6.7636, 3.6126, 6.9015)  0.287
H (7.1318, 5.1844, 6.1474)  0.355
H (5.5474, 4.8811, 6.8820)  0.308
H (6.6867, 3.4992, 4.3934)  0.305
H (5.4018, 4.7054, 4.3595)  0.297
H (1.0825, 3.0523, 5.5973)  0.266
H (1.6768, 2.6616, 7.2517)  0.352
H (1.0628, 1.3797, 6.1883)  0.237
C (-8.8751, 5.7767, 0.7692)  -1.085
C (-8.1630, 5.0803, 1.9172)  -0.187
O (-6.8663, 4.6226, 1.5151)  -0.305
C (-5.9058, 5.5764, 1.4401)  0.709
O (-6.0504, 6.7654, 1.6871)  -0.573
O (-4.7594, 4.9898, 1.0126)  -0.256
C (-3.6910, 5.9087, 0.7896)  -0.581
H (-8.9065, 5.1292, -0.1131)  0.287
H (-9.8976, 6.0425, 1.0524)  0.354
H (-8.3527, 6.6905, 0.4736)  0.309
H (-8.7345, 4.1937, 2.2116)  0.287
H (-8.0915, 5.7256, 2.8006)  0.303
H (-3.5085, 6.5294, 1.6732)  0.326
H (-3.9129, 6.5312, -0.0817)  0.312
H (-2.7854, 5.3317, 0.5823)  0.108

(4)
Density functional theory data (ωB97M-V with the def2-TZVPD basis set) for a structure of composition C16H10IrN2O7.

The spin multiplicity is 6. Its expectation value of S² is 8.8277. The energy relative to the best compared isomer or geometry (same formula, charge and spin) is 0.060 eV. The LUMO energy (spin up / spin down) comes out at -0.4221 / -2.9710 eV.

Last column: Mulliken charge in e.
CARTESIAN COORDINATES (ANGSTROEM)
Ir (1.7049, 0.8239, -0.0007)  0.935
O (0.9869, 1.3372, -1.8075)  -0.830
C (-0.3406, 1.3652, -1.6959)  2.035
C (-0.9794, 2.5692, -2.1181)  -0.677
C (-2.3198, 2.8263, -1.7977)  -0.317
C (-3.0556, 1.9322, -1.0867)  -1.327
C (-2.5019, 0.6146, -0.7023)  0.163
C (-1.1085, 0.3497, -1.1422)  -0.915
C (-0.5487, -0.9320, -0.7519)  0.185
N (0.7316, -1.1675, -0.4917)  -0.253
C (0.8262, -2.4548, -0.0124)  -0.414
C (-0.4111, -3.0087, 0.0159)  -0.725
N (-1.2705, -2.0421, -0.4645)  0.102
H (-0.3660, 3.3049, -2.6177)  0.455
H (-2.7600, 3.7700, -2.0914)  0.406
H (-4.0737, 2.1415, -0.7903)  0.465
H (-3.1926, -0.1733, -1.0233)  0.332
H (1.7657, -2.8791, 0.2944)  0.467
H (-0.7588, -3.9728, 0.3388)  0.418
H (-2.2718, -2.1251, -0.5116)  0.239
O (-2.3956, -1.6661, 2.8376)  -0.573
C (-1.5388, -0.8710, 2.5565)  0.366
C (-1.6540, 0.2832, 1.6334)  0.073
O (-2.6747, 0.4611, 0.8195)  -0.447
C (-0.3431, 0.9023, 1.5998)  0.946
C (0.6594, 0.0789, 2.2851)  0.668
O (1.9193, 0.2475, 1.9678)  -0.802
C (-0.0173, -0.9937, 2.9831)  0.240
O (0.4016, -1.8879, 3.6794)  -0.570
O (-0.0005, 1.9402, 0.9895)  -0.717
C (4.3093, -0.5880, -0.5347)  -0.961
C (3.6668, 0.7633, -0.3244)  0.686
O (4.2605, 1.8026, -0.3111)  -0.515
H (5.3684, -0.4705, -0.7575)  0.317
H (3.8025, -1.1104, -1.3465)  0.300
H (4.1798, -1.1709, 0.3790)  0.244

Short version: maximum force = 0.63 3.23 8.63 0.41 eV Å⁻¹, in the order given.
Short version: calculated total energy = -306.440815 -2752.005180 -3615.170889 -1356.025391 a.u., in the order given.